# 1
Computed, not measured: a gas-phase ion, C5H12NO (charge +2) in a non-equilibrium geometry, with ωB97M-V/def2-TZVPD.

Geometry as XYZ:
```
19
Properties=species:S:1:pos:R:3
O -2.31 -0.58 -1.44
C -1.38 0.04 -1.05
C -0.20 -0.70 -0.43
C -0.01 -0.26 0.99
C 0.34 1.20 1.19
C 1.38 1.80 0.13
N -0.43 -2.19 -0.58
H -1.25 1.06 -1.36
H 0.70 -0.44 -1.02
H -1.04 -0.35 1.41
H 0.75 -0.85 1.29
H 0.87 1.39 2.11
H -0.58 1.86 1.27
H 2.16 1.01 -0.15
H 0.91 1.89 -0.87
H 1.81 2.77 0.39
H 0.23 -2.73 -1.06
H -1.24 -2.45 -1.13
H -0.72 -2.46 0.31
```

Summary:
HOMO energy (alpha / beta) = -0.7254 / -0.7218 Eh
orbital gap (alpha / beta) = 8.864 / 4.740 eV
E_tot = -8894.118 eV
relative energy (zero: lowest compared OMol25 entry of this formula, charge and spin) = 3.544 eV
charge = +2
multiplicity = 2


# 2
Computed, not measured: a molecular structure, C19H20N2V in a non-equilibrium geometry, with ωB97M-V/def2-TZVPD.

Geometry as XYZ:
```
42
Properties=species:S:1:pos:R:3
C -1.16 -0.50 -3.31
C -1.97 -1.38 -2.52
C -1.14 -2.21 -1.75
C 0.20 -1.86 -2.00
C 0.22 -0.84 -3.00
V -0.65 0.54 -1.48
N 0.56 1.62 -2.08
C -2.29 1.61 -1.01
C -2.97 0.41 -0.79
H -1.48 -3.03 -1.11
H -3.05 -1.52 -2.64
H 1.08 -2.36 -1.59
H 1.10 -0.50 -3.56
H -1.49 0.15 -4.12
H -3.67 0.08 -1.55
H -1.89 2.26 -0.20
H 0.74 2.62 -2.31
H -3.29 0.12 0.21
H -2.31 2.18 -1.96
C 4.21 -1.27 0.56
C 3.79 -0.61 -0.60
C 2.48 -0.15 -0.68
C 1.55 -0.40 0.35
C 1.98 -1.09 1.51
C 3.31 -1.49 1.62
N 0.22 0.04 0.26
C -0.34 0.51 1.47
C -1.56 0.01 1.97
C -2.14 0.60 3.10
C -1.48 1.62 3.79
C -0.22 2.04 3.36
C 0.34 1.49 2.22
H 5.24 -1.60 0.63
H 4.45 -0.43 -1.46
H 2.18 0.46 -1.54
H 1.26 -1.28 2.31
H 3.65 -1.96 2.54
H -2.05 -0.81 1.44
H -3.13 0.27 3.44
H -1.94 2.08 4.67
H 0.33 2.80 3.90
H 1.34 1.79 1.89
```

Summary:
HOMO energy (alpha / beta) = -0.0881 / -0.1293 Eh
orbital gap (alpha / beta) = 5.562 / 6.607 eV
E_tot = -48692.878 eV
charge = -1
multiplicity = 3